The following is a DFT calculation (wB97M-V/def2-TZVPD) of a structure of composition C6H14N2O2.

Geometry as ORCA input:
```
! RIJCOSX wB97M-V def2-TZVPD def2/J DEFGRID3
* xyz 0 1
C -0.85606 0.50749 -2.75453
C -1.57558 -1.31933 -1.34389
N -1.37443 0.11531 -1.45966
C -0.61564 0.72102 -0.37456
O -0.95750 0.38007 0.88029
H -0.66488 1.81340 -0.51922
H 0.14647 0.08681 -2.96369
H -1.53117 0.16743 -3.54156
H -1.97003 -1.55349 -0.35929
H -2.29258 -1.63961 -2.10293
H -0.78566 1.59609 -2.81970
H -0.64386 -1.89338 -1.47341
C 1.99780 -0.14392 0.63593
C 1.25921 1.06162 2.60994
N 1.24085 -0.06097 1.67698
C 0.03269 -0.99229 1.70304
O 0.11468 -2.03329 1.08906
H -0.51087 -0.84244 2.64135
H 1.93201 -1.04805 0.04652
H 0.51190 0.48144 -0.55091
H 2.05248 1.75774 2.34297
H 0.29131 1.55753 2.56191
H 2.76536 0.59633 0.45713
H 1.43351 0.68448 3.61824
*
```

Computed properties:
HOMO-LUMO gap: 7.794 eV
molecular weight: 146.190 g/mol
E: -13521.26901 eV

Atom charges from the natural (NBO) analysis, given in e for atoms 1 to 8: -0.41, -0.42, -0.44, 0.14, -0.70, 0.16, 0.15, 0.20


The following is a DFT calculation (wB97M-V/def2-TZVPD) of a cluster of 2 separate species, C6H14N2O2 in total in a non-equilibrium geometry.

Geometry as ORCA input:
```
! RIJCOSX wB97M-V def2-TZVPD def2/J DEFGRID3
* xyz 0 1
C -0.96027 -1.85479 1.42656
N -1.60382 -0.57696 1.25809
C -1.04448 0.61562 1.66442
C -1.77708 1.83083 1.15409
O -0.03241 0.63530 2.32851
H 0.00196 -1.71549 1.91741
H -1.57944 -2.51726 2.01915
H -0.74502 -2.33679 0.46170
H -2.54356 -0.60798 0.90085
H -1.79411 1.77954 0.06551
H -2.82963 1.73429 1.40470
H -1.41196 2.73491 1.63179
C 1.88579 1.34429 -0.13969
N 1.27337 0.13972 -0.67556
C 1.59647 -0.22108 -1.94824
C 0.73859 -1.31905 -2.53858
O 2.50237 0.30296 -2.56754
H 1.32026 1.85931 0.62015
H 2.88195 1.11592 0.26101
H 2.08013 2.02130 -0.96960
H 0.49406 -0.29194 -0.21226
H 0.08003 -0.83447 -3.24961
H 1.36679 -2.05626 -3.02748
H 0.10001 -1.78194 -1.78540
*
```

Computed properties:
structure (SMILES): CNC(C)=O.CNC(C)=O
HOMO-LUMO gap: 10.018 eV
molecular weight: 146.190 g/mol
E: -13524.97270 eV

Atom charges from the natural (NBO) analysis, given in e for atoms 1 to 8: -0.43, -0.64, 0.68, -0.72, -0.62, 0.24, 0.20, 0.19


The following is a DFT calculation (wB97M-V/def2-TZVPD) of a cluster of 2 separate species, C6H14N2O2 in total in a non-equilibrium geometry.

Geometry as ORCA input:
```
! RIJCOSX wB97M-V def2-TZVPD def2/J DEFGRID3
* xyz 1 2
C -2.31352 -1.40934 -1.96545
C -1.97836 2.31060 -1.02177
C -1.69288 -0.16612 -1.43261
O -0.48557 0.06729 -1.33253
N -2.51908 0.89444 -1.07237
H -1.94041 -1.62399 -2.94713
H -3.51797 0.77667 -1.08809
H -2.34685 2.60439 -1.98929
H -2.16430 -2.14387 -1.11489
H -3.41045 -1.49915 -1.98391
H -2.00744 2.74538 -0.04184
H -0.89173 2.34983 -1.05330
C 2.66746 -0.40264 -0.41901
C 0.66889 -0.18314 2.81257
C 1.76549 -0.45388 1.79299
O 2.83938 -0.81561 2.30723
N 1.54096 -0.05516 0.56253
H 0.64544 0.16917 0.11309
H 3.60518 -0.16582 0.16813
H 0.07188 -1.07151 3.02298
H 2.52569 -1.43805 -0.70580
H 2.70321 0.46395 -1.09313
H 1.07246 0.32871 3.68370
H -0.18580 0.34826 2.39001
*
```

Computed properties:
⟨S²⟩: 0.79
HOMO-LUMO gap (spin up / spin down): 10.130 / 4.564 eV
molecular weight: 146.190 g/mol
E: -13514.30048 eV

Atom charges from the natural (NBO) analysis, given in e for atoms 1 to 8: -0.73, -0.45, 0.70, -0.73, -0.60, 0.27, 0.40, 0.24


In the order shown, the computed energy relative to the best compared isomer or geometry (same formula, charge and spin) values come out to 100.44; 15.03; 56.72 kcal per mole.